# 1
The following is a quantum chemistry calculation of a 3-piece molecular cluster, C27H61BrN8O6P2 overall, from OMol25.

XYZ file:
```
105
Properties=species:S:1:pos:R:3:mulliken_charge:R:1
C 1.5743 -3.5345 3.3847 -0.759
C 1.8081 -4.7002 2.2538 0.718
O 2.2763 -4.3146 1.0354 -0.537
O 1.5891 -6.1470 2.4284 -0.287
C 0.2034 -6.4500 2.8395 -0.356
C -0.6035 -7.3390 1.6750 -0.638
C -0.5417 -6.6330 0.1849 -0.041
C -1.9997 -6.4856 -0.5569 -0.923
C -2.6680 -4.9608 -0.3964 -0.260
C -3.0260 -4.8003 1.1963 0.230
C -3.8176 -3.4223 1.5967 0.237
N -3.2225 -2.0712 1.2734 0.473
C -3.4379 -1.6542 -0.1632 -0.598
C -1.7867 -1.9302 1.7251 0.404
C -0.4921 -2.3271 0.7431 -0.444
O -1.4241 -1.4288 2.9387 -0.616
C -5.4833 -3.4710 1.4493 -0.787
C -6.0652 -4.4979 2.5873 -0.110
Br -6.5295 -6.3126 1.8226 -0.153
C -4.7836 -4.4385 3.6497 0.254
O -4.7889 -5.2202 4.7383 -0.561
N -3.7159 -3.4605 3.1362 -0.324
H 0.4556 -3.1907 3.3868 0.069
H 1.8493 -3.8698 4.4836 0.329
H 2.2184 -2.5521 3.1854 0.286
H 0.2982 -7.1022 3.8345 0.288
H -0.4107 -5.4878 3.1676 0.183
H -0.0818 -8.4076 1.7029 0.374
H -1.7222 -7.3918 2.0547 0.254
H 0.1926 -7.3140 -0.4633 0.354
H 0.0102 -5.6086 0.3224 -0.122
H -1.9083 -6.7493 -1.6973 0.338
H -2.7452 -7.2887 -0.0843 0.329
H -1.9225 -4.1655 -0.8219 0.146
H -3.6701 -4.9959 -1.0015 0.305
H -3.6254 -5.7871 1.5000 0.356
H -2.0113 -4.8674 1.8166 -0.819
H -4.5256 -1.7994 -0.5690 0.322
H -2.7075 -2.1355 -0.9401 0.173
H -3.2292 -0.4796 -0.2063 -0.017
H 0.5166 -1.9877 1.2725 0.271
H -0.3985 -3.4827 0.5796 -0.139
H -0.6099 -1.7344 -0.2807 0.336
H -5.9418 -3.4530 0.3730 0.264
H -5.7454 -2.3700 1.8283 0.350
H -7.0362 -4.0717 3.0949 0.435
H -3.9128 -2.4887 3.5230 0.371
O -2.5153 2.7891 -2.3310 -0.826
P -2.6344 4.0311 -1.4142 0.840
N -0.9524 4.0690 -1.1278 0.262
C -0.2508 4.3592 0.1094 -0.525
C -0.2005 4.6663 -2.2366 -0.847
N -3.4629 3.1128 -0.2132 0.287
C -2.7410 2.1790 0.6493 -1.327
C -4.6399 2.3994 -0.7411 -1.074
N -2.7714 5.4589 -0.3602 -0.006
C -3.2035 5.4636 1.0351 -0.914
C -3.5264 6.4937 -1.0764 -1.136
H -0.2588 5.4263 0.3558 0.276
H 0.7998 4.0508 0.0386 0.077
H -0.6412 3.8108 0.9590 0.127
H -0.2772 5.7596 -2.2157 0.328
H -0.5813 4.3219 -3.2049 0.347
H 0.8590 4.3863 -2.2043 0.055
H -2.0352 1.5586 0.0905 0.342
H -3.4254 1.5156 1.1913 0.528
H -2.2112 2.7094 1.4410 0.220
H -4.3627 1.4679 -1.2482 0.281
H -5.1825 3.0272 -1.4562 0.370
H -5.3430 2.1559 0.0655 0.345
H -4.2403 5.1313 1.1598 0.300
H -3.1351 6.4788 1.4515 0.379
H -2.5511 4.8602 1.6689 0.258
H -4.5880 6.2247 -1.1553 0.371
H -3.1353 6.6139 -2.0942 0.367
H -3.4428 7.4730 -0.5884 0.363
O 3.3243 2.9130 -1.7820 -0.745
P 4.8102 2.5583 -1.5302 0.823
N 5.1960 4.1662 -1.1078 0.190
C 6.3845 4.9299 -1.4416 -0.876
C 4.7992 4.5046 0.2631 -1.116
N 5.0645 2.2640 -3.2097 0.146
C 5.1831 3.3711 -4.1569 -1.030
C 4.1040 1.3020 -3.7797 -1.114
N 6.5185 2.1506 -1.2406 -0.028
C 7.5475 1.9684 -2.2613 -0.908
C 6.5735 1.0042 -0.3259 -1.159
H 7.2569 4.6267 -0.8531 0.327
H 6.2219 5.9986 -1.2533 0.360
H 6.6461 4.8731 -2.4920 0.176
H 5.5109 4.0926 0.9881 0.336
H 3.8080 4.1011 0.5000 0.262
H 4.7342 5.5891 0.4096 0.348
H 4.4191 4.1369 -3.9983 0.265
H 5.1115 3.0259 -5.1952 0.378
H 6.1719 3.8271 -4.1019 0.261
H 3.1430 1.7728 -4.0177 0.322
H 3.9164 0.4825 -3.0776 0.365
H 4.5021 0.8500 -4.6970 0.340
H 7.3407 1.1226 -2.9267 0.297
H 8.5226 1.7802 -1.7896 0.383
H 7.6982 2.8700 -2.8577 0.260
H 6.2502 0.0826 -0.8277 0.383
H 5.9087 1.1693 0.5309 0.362
H 7.5814 0.8531 0.0809 0.365
```

**Relative energy (zero: lowest compared OMol25 entry of this formula, charge and spin)**: 16.768 eV
**HOMO**: -7.890 eV
**Net charge**: 0
**SMILES string**: CC(=O)OCCCCCC[C@@]1(N(C)C(C)=O)C[C@@H](Br)C(=O)N1.CN(C)P(=O)(N(C)C)N(C)C.CN(C)P(=O)(N(C)C)N(C)C
**LUMO energy**: -1.32 eV

# 2
The following is a quantum chemistry calculation of one molecule with the formula C9H15N3O2S, from OMol25.

XYZ file:
```
30
Properties=species:S:1:pos:R:3:mulliken_charge:R:1
C -5.9077 0.9650 -0.3071 -1.279
C -4.6017 0.2517 -0.6292 -0.200
C -4.0532 -0.4655 0.6011 -0.543
H -3.8194 0.2597 1.3870 0.348
H -4.7664 -1.2023 0.9758 0.369
O -2.8762 -1.2186 0.2951 -0.448
C -1.7319 -0.5282 0.2416 0.720
O -1.6013 0.6476 0.4580 -0.642
N -0.6981 -1.3661 -0.0898 -0.063
C 0.5953 -0.9385 -0.2127 0.380
N 1.5716 -1.7200 -0.5291 -0.785
N 2.7397 -1.0890 -0.5937 -0.085
C 2.6871 0.1639 -0.3324 0.505
C 3.8398 1.0980 -0.3590 -0.612
H 3.7535 1.7882 0.4839 0.331
H 3.7714 1.6936 -1.2751 0.319
C 5.1859 0.3733 -0.3154 -0.514
C 5.4234 -0.3085 1.0253 -1.112
H 4.6620 -1.0633 1.1997 0.330
H 5.3916 0.4160 1.8369 0.293
H 6.3962 -0.7934 1.0355 0.319
H 5.2089 -0.3726 -1.1095 0.297
H 5.9775 1.1022 -0.5010 0.369
S 1.0535 0.7263 0.0495 -0.143
H -0.8822 -2.3455 -0.2546 0.251
H -4.7602 -0.4805 -1.4239 0.295
H -3.8597 0.9747 -0.9727 0.276
H -6.2853 1.4722 -1.1906 0.350
H -5.7546 1.7044 0.4751 0.346
H -6.6595 0.2554 0.0311 0.329
```

**Relative energy (zero: lowest compared OMol25 entry of this formula, charge and spin)**: 0.618 eV
**HOMO**: -8.994 eV
**Net charge**: 0
**SMILES string**: CCCOC(=O)Nc1nnc(CCC)s1
**LUMO energy**: 0.74 eV

# 3
The following is a quantum chemistry calculation of a 2-piece molecular cluster, C2H3O3S overall, from OMol25.

XYZ file:
```
9
Properties=species:S:1:pos:R:3:lowdin_spin:R:1
C 1.4276 0.4600 -0.1457 0.152
C 0.3046 -0.0552 -0.5933 0.719
O -2.1557 -0.2789 -0.8826 0.028
O 2.5977 0.2558 -0.3274 0.022
O -1.2923 1.3878 0.6740 0.072
S -1.2056 0.0598 0.0879 0.102
H 1.1212 1.4629 0.3430 0.052
H 0.7357 -2.4626 -0.1567 0.852
H -1.5330 -0.8296 1.0008 0.002
```

**Expectation value of S²**: 2.006
**Spin multiplicity**: 3
**Relative energy (zero: lowest compared OMol25 entry of this formula, charge and spin)**: 2.719 eV
**HOMO (spin up / spin down)**: -3.800 / -4.161 eV
**Net charge**: -1
**LUMO energy (spin up / spin down)**: 3.64 / 2.48 eV

# 4
The following is a quantum chemistry calculation of a 2-piece molecular cluster, C3H6N6S overall, from OMol25.

XYZ file:
```
16
Properties=species:S:1:pos:R:3:lowdin_spin:R:1
C 0.7809 0.6698 1.7106 0.004
C -0.0064 -0.0503 -2.4427 0.484
C -1.8273 -1.4755 -1.4989 0.095
N 0.2256 -0.5182 1.8477 0.003
N 1.3599 0.7163 0.4790 0.009
N 0.4712 -1.1742 0.7187 0.018
N 1.1312 -0.4794 -0.0977 0.017
N 0.8421 1.6458 2.6478 0.001
N -1.0165 -0.6620 -2.3093 0.485
S 1.1604 0.8603 -2.9357 0.835
H -2.5882 -1.9276 -2.1384 0.004
H -1.2322 -2.2502 -1.0117 0.024
H -2.3156 -0.8697 -0.7309 0.017
H 0.2309 1.4808 3.4328 0.000
H 0.9039 2.5991 2.3241 0.000
H 1.8801 1.4349 0.0046 0.004
```

**Expectation value of S²**: 2.018
**Spin multiplicity**: 3
**Relative energy (zero: lowest compared OMol25 entry of this formula, charge and spin)**: 0.000 eV
**HOMO (spin up / spin down)**: -4.573 / -9.260 eV
**Net charge**: 0
**LUMO energy (spin up / spin down)**: 0.42 / -2.90 eV

# 5
The following is a quantum chemistry calculation of C8H16N2PSSn as an isolated structure, from OMol25.

XYZ file:
```
29
Properties=species:S:1:pos:R:3:mulliken_charge:R:1
C 1.5467 0.1504 -2.8664 -0.341
C 2.8538 0.2026 -3.2596 -0.452
C 4.0134 0.1614 -2.4573 -0.496
C 4.0883 0.2831 -1.0463 -0.276
C 3.0520 0.2287 -0.1616 -0.508
Sn 1.2064 -0.5986 -0.8758 -0.262
P -1.4178 -0.6291 -2.4381 -0.195
H 0.7266 0.3568 -3.5638 0.224
H 3.0808 0.3002 -4.3347 0.206
H 4.9669 0.1399 -2.9999 0.229
H 3.1216 0.5580 0.8804 0.236
H 5.1209 0.4382 -0.6865 0.194
H -2.4550 -1.5712 -2.1419 0.053
H -1.4825 -0.6812 -3.8640 0.084
H -2.1279 0.5957 -2.2476 0.094
C -3.4254 -0.1333 1.7135 -1.087
N -2.1333 -0.3338 1.0433 -0.077
C -1.0470 0.3722 1.4370 0.583
S -0.0635 1.2608 0.3056 -0.236
N -0.7589 0.4972 2.7412 -0.191
C -1.2896 -0.3105 3.8418 -0.981
H -3.3123 0.5575 2.5548 0.388
H -3.8017 -1.1060 2.0546 0.310
H -4.1510 0.2892 1.0080 0.310
H -2.2035 -0.4840 0.0275 -0.065
H 0.1206 0.9829 2.9215 0.274
H -0.4509 -0.7444 4.3989 0.338
H -1.8468 0.3396 4.5269 0.297
H -1.9309 -1.1222 3.4884 0.350
```

**HOMO (spin up / spin down)**: -0.946 / -0.945 eV
**Net charge**: -1
**LUMO energy (spin up / spin down)**: 2.49 / 2.49 eV

# 6
The following is a quantum chemistry calculation of a 11-piece molecular cluster, C40H112N10O11 overall, from OMol25.

XYZ file:
```
173
Properties=species:S:1:pos:R:3:mulliken_charge:R:1
O -0.7394 0.6527 -4.1601 -0.534
H -0.9117 0.9780 -3.2711 0.250
H -0.5053 1.4430 -4.6585 0.290
C -0.3216 5.6583 -3.1116 -1.455
C 0.8830 5.8488 -4.0121 0.324
C 1.5878 7.1757 -3.7727 -0.501
O 0.6241 8.2331 -3.6662 -0.323
C 0.9792 9.3771 -4.3995 -0.757
N 1.7782 4.7118 -3.9307 -0.492
H -0.7549 4.6677 -3.2668 0.323
H -1.0642 6.4477 -3.1706 0.421
H -0.0483 5.6013 -2.0456 0.279
H 0.4346 5.8751 -5.0126 0.335
H 2.2394 7.3651 -4.6285 0.370
H 2.0852 7.1924 -2.7977 0.280
H 1.7571 9.9459 -3.8742 0.285
H 0.1202 10.0291 -4.5606 0.256
H 1.3408 9.1379 -5.4086 0.314
H 2.3564 4.5897 -4.7511 0.290
H 2.3926 4.8037 -3.1264 0.037
C -2.8030 5.2718 0.4162 -1.457
C -3.2796 6.0498 1.6225 0.651
C -3.0687 5.1825 2.8539 -0.798
O -4.0796 4.1722 2.8897 -0.354
C -3.7150 3.1261 3.7617 -0.571
N -2.4412 7.2389 1.8272 -0.729
H -3.2698 4.3011 0.2610 0.244
H -1.7177 5.1436 0.3987 0.405
H -3.0168 5.8368 -0.5036 0.389
H -4.3419 6.2932 1.5197 0.288
H -3.2295 5.7247 3.8015 0.371
H -2.0722 4.7331 2.8868 0.300
H -4.5169 2.3892 3.8042 0.171
H -3.5204 3.5183 4.7696 0.398
H -2.8276 2.5824 3.4075 0.177
H -2.7567 7.7218 2.6618 0.240
H -2.5527 7.9039 1.0694 0.251
C -2.2633 -6.5597 2.7086 -1.135
C -2.5383 -6.1545 1.2727 1.688
C -2.7921 -7.2985 0.3072 -1.060
O -2.5942 -6.8168 -0.9986 -0.150
C -2.6981 -7.8602 -1.9459 -0.865
N -3.7363 -5.2915 1.2511 -0.763
H -2.3285 -5.7331 3.4157 -0.003
H -1.2111 -6.8711 2.7619 0.306
H -2.8708 -7.3855 3.0826 0.346
H -1.6478 -5.5922 0.9502 -0.600
H -3.8299 -7.5988 0.4873 0.441
H -2.0446 -8.0891 0.4659 0.424
H -2.4031 -7.4267 -2.8901 0.197
H -3.7236 -8.2397 -1.9483 0.319
H -2.0109 -8.6747 -1.6838 0.343
H -3.5764 -4.4468 1.8059 0.276
H -3.7610 -4.9071 0.3036 0.394
C -1.6606 -4.1829 -5.3095 -1.725
C -1.1502 -3.1353 -4.3352 0.863
C 0.1998 -2.5794 -4.7138 -0.212
O 1.0837 -3.6558 -4.9365 -0.317
C 2.3334 -3.2689 -5.4147 -0.806
N -2.2016 -2.0957 -4.1626 -0.400
H -2.6832 -4.4296 -5.0198 0.491
H -1.0287 -5.0660 -5.2457 0.313
H -1.7126 -3.8649 -6.3536 0.359
H -1.1228 -3.5710 -3.3300 -0.224
H 0.6122 -1.9720 -3.8884 0.227
H 0.1011 -1.8692 -5.5493 0.291
H 2.3082 -2.3657 -6.0309 0.333
H 2.7688 -4.0743 -6.0119 0.256
H 3.0477 -3.1177 -4.5902 0.267
H -1.8982 -1.4570 -3.4400 0.055
H -2.3180 -1.6066 -5.0429 0.249
C 2.8242 3.3311 2.0341 -1.130
C 3.5460 2.0823 2.5225 0.569
C 3.3722 1.8496 3.9928 -0.864
O 3.9761 2.8914 4.6929 -0.332
C 3.7855 2.7981 6.0730 -0.788
N 2.8886 0.9296 1.8474 -0.506
H 3.3004 4.1810 2.5239 0.443
H 1.7581 3.2908 2.2524 0.332
H 2.9334 3.4013 0.9505 0.049
H 4.6065 2.0788 2.2483 0.324
H 3.7987 0.8759 4.2921 0.430
H 2.2962 1.7405 4.2047 0.273
H 4.4129 3.5409 6.5657 0.259
H 4.1054 1.8164 6.4555 0.310
H 2.7522 2.9618 6.4019 0.312
H 3.1017 0.8748 0.8538 0.106
H 3.2790 0.0454 2.1741 0.269
C -2.2301 -0.7670 3.8745 -1.531
C -2.0472 -2.2881 3.6942 1.814
C -1.6162 -2.8896 5.0226 -0.768
O -0.3047 -2.4899 5.2906 -0.198
C 0.1642 -2.9635 6.5420 -0.906
N -3.2511 -2.9386 3.1811 -0.351
H -1.3009 -0.2832 4.1789 0.383
H -2.9738 -0.5830 4.6630 0.545
H -2.6257 -0.2654 2.9865 -0.023
H -1.2113 -2.3629 2.9908 -0.675
H -1.6968 -3.9840 4.9466 0.242
H -2.3107 -2.5583 5.8113 0.372
H -0.1170 -2.2383 7.3068 0.309
H 1.2479 -3.0584 6.4603 0.247
H -0.1945 -3.9756 6.7506 0.338
H -4.0649 -2.6504 3.7207 0.279
H -3.3764 -2.4608 2.2786 -0.057
C 0.4326 2.2410 -0.8881 -1.225
C -0.3231 1.1320 -0.1640 1.332
C 0.2427 -0.2257 -0.5610 -0.116
O -0.4239 -1.1998 0.1972 0.528
C -0.0844 -2.5191 -0.1663 -0.705
N -0.1472 1.3324 1.2728 -0.254
H 0.1970 2.0733 -1.9491 0.138
H 1.5256 2.2692 -0.8491 -0.181
H 0.1334 3.2400 -0.5753 0.318
H -1.3680 1.2267 -0.4665 0.003
H 1.3360 -0.2801 -0.4465 0.234
H 0.1239 -0.4220 -1.6424 -0.470
H 0.9724 -2.7433 0.0127 0.479
H -0.3833 -2.7829 -1.1874 0.046
H -0.6581 -3.1913 0.4806 -0.175
H -0.4688 0.4890 1.7432 -0.029
H 0.8484 1.3801 1.4951 -0.173
C -4.2396 -0.1759 -1.6091 -1.502
C -4.3113 -0.6418 -0.1769 1.207
C -5.7016 -1.0896 0.2239 -0.819
O -6.5897 -0.0028 0.3988 -0.461
C -6.1986 0.9005 1.4228 -0.592
N -3.3708 -1.7363 0.2279 0.163
H -3.2462 0.2286 -1.8380 0.028
H -5.0044 0.5583 -1.8615 0.439
H -4.3770 -0.9916 -2.3290 0.406
H -3.9698 0.1201 0.5300 -0.049
H -5.5789 -1.6314 1.1767 0.291
H -6.2223 -1.7844 -0.4354 0.375
H -7.0823 1.4984 1.6545 0.360
H -5.4506 1.5823 1.0108 0.183
H -5.8945 0.4355 2.3664 0.274
H -3.4098 -2.4623 -0.4886 0.116
H -2.4161 -1.3906 0.2276 -0.369
C 1.3741 -4.9512 2.8057 -0.991
C 2.1948 -5.8694 1.8806 0.439
C 1.5135 -6.2263 0.5851 -0.033
O 2.1986 -7.3435 0.0427 -0.436
C 1.5917 -7.7956 -1.1297 -0.458
N 3.4898 -5.2050 1.5791 -0.777
H 0.5351 -5.5896 3.0826 0.073
H 1.0528 -4.0929 2.2167 0.000
H 1.9810 -4.6834 3.6647 0.553
H 2.3684 -6.7889 2.4588 0.214
H 1.6118 -5.3948 -0.1243 0.330
H 0.4838 -6.5479 0.7913 -0.083
H 0.5368 -8.0724 -0.9953 0.087
H 2.1980 -8.6035 -1.5267 0.313
H 1.5525 -6.9878 -1.8839 0.228
H 3.9698 -4.9946 2.4471 0.248
H 4.0716 -5.8812 1.0918 0.248
C 4.7256 3.1038 -1.7009 -1.084
C 5.6708 4.2140 -1.2964 0.295
C 7.0539 4.0738 -1.9175 -0.900
O 6.9180 4.2148 -3.3215 -0.247
C 8.1485 4.1024 -3.9695 -0.795
N 5.0306 5.4839 -1.7023 -0.619
H 5.0607 2.1137 -1.3856 0.446
H 4.5476 3.1091 -2.7771 0.405
H 3.7719 3.2860 -1.2021 -0.061
H 5.7869 4.1979 -0.2089 0.387
H 7.5242 3.1125 -1.6866 0.402
H 7.6498 4.9377 -1.5889 0.410
H 8.0048 4.3259 -5.0247 0.237
H 8.6236 3.1310 -3.8057 0.296
H 8.8432 4.8807 -3.6081 0.313
H 5.6170 6.2752 -1.4701 0.264
H 4.9067 5.4305 -2.7060 0.274
```

**Relative energy (zero: lowest compared OMol25 entry of this formula, charge and spin)**: 0.000 eV
**HOMO**: -8.715 eV
**Net charge**: 0
**SMILES string**: COC[C@H](C)N.COC[C@H](C)N.COC[C@H](C)N.COC[C@H](C)N.COC[C@H](C)N.COC[C@H](C)N.COC[C@H](C)N.COC[C@H](C)N.COC[C@H](C)N.COC[C@H](C)N.O
**LUMO energy**: 0.41 eV

Quick rundown of max |F|, same order as above: 8.72, 1.79, 4.13, 4.81, 2.36, 2.08 eV Å⁻¹